DFT (ωB97M-V with the def2-TZVPD basis set) results for a 6-piece molecular cluster, C26H68N5O2 overall at a distorted geometry.

Last column: Löwdin spin population.
CARTESIAN COORDINATES (ANGSTROEM)
N (-0.875, -0.084, -0.456)  0.008
H (-1.364, 0.770, -0.683)  0.002
H (0.047, -0.101, -0.868)  0.000
H (-1.474, -0.651, -1.038)  0.001
H (-0.970, -0.442, 0.484)  0.000
O (-2.759, 1.732, -1.251)  0.444
C (-3.576, 0.911, -2.119)  0.084
C (-3.780, -0.681, -2.061)  0.081
O (-2.627, -1.504, -2.038)  0.334
H (-3.185, 1.118, -3.115)  0.019
H (-4.578, 1.339, -2.105)  0.006
H (-4.404, -0.970, -2.907)  0.003
H (-4.407, -0.919, -1.202)  0.016
C (0.190, 4.163, 1.783)  0.000
C (-1.146, 4.151, 0.996)  0.000
N (-1.542, 5.538, 0.655)  0.000
C (-2.106, 6.242, 1.842)  0.000
C (-2.931, 7.524, 1.581)  0.000
C (-0.554, 6.352, -0.036)  0.000
C (-0.108, 5.650, -1.304)  0.000
H (1.051, 4.457, 1.182)  0.000
H (0.349, 3.157, 2.171)  0.000
H (0.265, 4.779, 2.679)  0.000
H (-1.095, 3.535, 0.098)  0.000
H (-1.930, 3.715, 1.616)  0.000
H (-2.700, 5.537, 2.424)  0.000
H (-1.235, 6.457, 2.461)  0.000
H (-2.334, 8.392, 1.302)  0.000
H (-3.660, 7.273, 0.812)  0.000
H (-3.508, 7.873, 2.437)  0.000
H (0.292, 6.658, 0.579)  0.000
H (-1.083, 7.255, -0.340)  0.000
H (0.398, 6.382, -1.933)  0.000
H (-0.937, 5.340, -1.941)  0.000
H (0.511, 4.791, -1.045)  0.000
C (0.843, -0.896, -3.189)  0.000
C (2.012, -0.471, -2.381)  0.000
N (1.713, 0.647, -1.467)  0.000
C (1.204, 1.819, -2.145)  0.000
C (2.151, 2.589, -3.040)  0.000
C (2.901, 0.914, -0.618)  0.000
C (2.709, 2.011, 0.445)  0.000
H (1.000, -1.684, -3.925)  0.000
H (0.407, -0.075, -3.758)  0.000
H (0.057, -1.279, -2.539)  0.000
H (2.406, -1.309, -1.807)  0.000
H (2.797, -0.127, -3.054)  0.000
H (0.886, 2.548, -1.401)  0.000
H (0.286, 1.641, -2.705)  0.000
H (2.432, 1.929, -3.861)  0.000
H (3.039, 2.979, -2.543)  0.000
H (1.661, 3.408, -3.566)  0.000
H (3.120, -0.023, -0.106)  0.000
H (3.801, 1.159, -1.183)  0.000
H (1.735, 1.923, 0.928)  0.000
H (3.505, 2.024, 1.189)  0.000
H (2.807, 2.984, -0.036)  0.000
C (-2.474, 1.010, 2.420)  0.001
C (-1.493, -0.038, 2.974)  0.000
N (-1.225, -1.192, 2.057)  0.000
C (-2.468, -1.983, 1.757)  0.000
C (-3.096, -2.680, 3.026)  0.000
C (-0.078, -2.056, 2.395)  0.000
C (1.294, -1.439, 2.080)  0.000
H (-3.456, 0.575, 2.238)  0.000
H (-2.108, 1.468, 1.500)  0.000
H (-2.673, 1.792, 3.152)  0.000
H (-0.569, 0.529, 3.086)  0.000
H (-1.801, -0.452, 3.933)  0.000
H (-3.132, -1.318, 1.203)  0.000
H (-2.275, -2.759, 1.016)  0.000
H (-2.378, -3.261, 3.605)  0.000
H (-3.443, -1.955, 3.763)  0.000
H (-3.858, -3.396, 2.717)  0.000
H (-0.204, -2.942, 1.772)  0.000
H (-0.134, -2.310, 3.453)  0.000
H (1.482, -0.524, 2.642)  0.000
H (1.260, -1.150, 1.030)  0.000
H (2.090, -2.169, 2.221)  0.000
C (0.410, -3.696, -1.026)  0.000
C (0.764, -4.948, -0.224)  0.000
N (2.081, -5.492, -0.617)  0.000
C (3.121, -4.895, 0.260)  0.000
C (4.575, -5.243, -0.133)  0.000
C (2.140, -6.924, -0.466)  0.000
C (1.252, -7.581, -1.565)  0.000
H (0.295, -3.874, -2.095)  0.000
H (1.123, -2.874, -0.964)  0.000
H (-0.586, -3.412, -0.687)  0.000
H (0.724, -4.734, 0.844)  0.000
H (-0.076, -5.616, -0.417)  0.000
H (2.990, -3.814, 0.221)  0.000
H (2.997, -5.166, 1.309)  0.000
H (4.895, -6.258, 0.103)  0.000
H (4.766, -5.132, -1.201)  0.000
H (5.316, -4.585, 0.320)  0.000
H (1.895, -7.247, 0.546)  0.000
H (3.142, -7.317, -0.642)  0.000
H (1.319, -8.661, -1.437)  0.000
H (1.695, -7.409, -2.546)  0.000
H (0.195, -7.317, -1.526)  0.000

Force components x, y, z for each atom (eV/Å):
-0.116 0.024 -1.181
-0.415 1.713 0.272
0.897 0.399 0.311
-0.983 -1.801 -0.971
0.172 -0.170 1.410
-1.516 -2.944 -1.146
1.573 3.326 0.699
2.245 -2.838 0.627
-1.696 2.311 0.132
0.201 -0.517 -0.361
-0.405 -0.325 0.228
-0.013 0.625 -0.557
-0.008 0.456 0.665
-0.039 -0.932 0.089
0.765 1.738 0.648
-1.526 0.000 0.523
0.791 -0.004 -0.132
0.125 -0.606 -0.307
-1.274 -0.498 -0.617
0.169 0.479 -0.228
-0.062 -0.210 -0.220
0.320 -0.212 -0.133
-0.657 0.320 -0.086
0.171 0.052 -0.074
-0.031 0.147 -0.074
-0.163 -0.078 -0.235
0.034 0.474 0.599
0.109 -0.197 -0.336
0.042 0.287 -0.233
0.140 -0.418 0.319
0.342 -0.034 0.273
0.103 0.201 0.123
0.644 -0.206 0.092
-0.270 -0.271 0.432
0.187 0.048 -0.418
-1.517 -0.312 -0.358
0.969 0.670 -0.244
0.548 -0.496 0.359
-0.411 1.696 0.401
0.270 -0.503 -1.079
-0.422 -0.058 0.705
-0.002 -0.008 -0.803
0.568 -0.046 0.177
0.029 0.038 0.025
-0.191 -0.033 -0.157
0.066 0.073 0.146
0.471 -0.240 -0.186
-0.165 -0.203 0.475
0.047 -0.490 0.105
0.551 -0.020 -0.071
-0.013 -0.113 0.026
-0.231 0.168 0.395
-0.009 -0.135 -0.019
0.078 -0.011 -0.461
0.104 0.064 0.037
-0.035 -0.445 0.058
-0.405 0.175 0.012
-0.434 -0.780 0.197
0.372 -0.316 -0.744
-0.772 0.131 -0.614
0.507 -0.152 1.182
0.499 0.583 -0.669
-0.255 0.702 0.244
-0.895 0.157 -0.437
-0.009 -0.030 -0.252
-0.086 -0.074 0.027
0.360 0.048 0.102
0.332 -0.410 0.304
-0.070 0.336 0.328
-0.409 0.038 0.487
0.554 -0.017 0.032
0.425 -0.096 -0.389
-0.557 0.027 -0.271
-0.282 0.329 0.120
0.076 -0.146 0.265
0.108 -0.426 0.209
0.119 -0.141 0.196
0.312 0.005 -0.146
-0.001 0.101 0.127
-0.328 -0.096 0.018
0.281 0.543 -0.990
0.673 0.396 1.253
0.531 0.216 -0.811
0.050 0.082 -0.480
-0.898 -0.802 -1.528
0.757 -0.707 0.825
0.114 -0.434 0.015
-0.021 0.020 0.454
-0.010 0.607 0.012
0.131 0.035 0.335
0.418 -0.473 -0.005
0.068 0.116 -0.086
-0.335 -0.269 0.340
-0.289 -0.045 0.222
-0.378 0.049 -0.191
-0.266 0.145 0.381
-0.439 -0.142 0.326
0.140 0.375 -0.054
-0.193 -0.179 0.100
-0.241 0.429 0.010
0.184 0.155 -0.118

Properties
2S+1 ... 2
E ... -1455.46583 Ha
Kohn-Sham gap (spin up / spin down) ... 8.61 / 5.95 eV
<S²> ... 0.762